# 1
93
Properties=species:S:1:pos:R:3:forces:R:3 method="wB97M-V/def2-TZVPD" smiles=FC(F)C(F)(F)COC(F)(F)C(F)F.ClC(Cl)Cl.ClC(Cl)Cl.ClC(Cl)Cl.CCCCCC.CCCCCC.CCCCCC relative_energy_ev=0.000 homo_ev=-10.7 energy_ev=-164245.73179 lumo_ev=0.362
F 1.0582 -3.4988 -0.7459 -0.5 0.2 -0.2
C 0.4185 -2.2998 -0.8514 1.7 0.2 -0.2
F -0.0398 -2.1104 -2.1208 -0.3 -0.7 0.5
C -0.6571 -2.1524 0.1853 -1.3 1.2 0.8
F -0.1306 -2.1659 1.4487 0.4 -0.3 -0.6
F -1.6184 -3.1146 0.1704 0.4 0.2 -0.4
C -1.3503 -0.7875 0.0025 -0.5 0.5 -0.1
O -0.4237 0.2290 -0.3856 0.9 0.2 -0.4
C -0.5882 1.5001 0.0808 -0.3 -1.6 0.1
F -1.8545 1.9284 -0.1700 -0.1 0.1 0.2
F -0.4486 1.4954 1.4293 0.2 0.6 -0.4
C 0.3115 2.4563 -0.7181 -0.4 0.8 0.1
F 0.1511 3.6879 -0.1422 0.3 -0.4 -0.2
F 1.6177 2.1499 -0.7609 -0.4 -0.1 0.5
H 1.1550 -1.5014 -0.7064 -0.1 -0.3 0.3
H -1.8149 -0.4891 0.9414 -0.2 -0.3 0.0
H -2.0837 -0.8524 -0.8004 -0.2 -0.3 0.2
H -0.0948 2.4977 -1.7342 0.2 0.0 0.0
Cl -2.8310 -1.0368 -6.3931 0.0 0.2 0.0
C -2.1024 -1.8102 -4.9759 0.1 -0.2 -0.8
Cl -2.3890 -0.8771 -3.5361 -0.1 0.3 0.2
Cl -0.3641 -2.0961 -5.2757 -0.5 0.0 0.2
H -2.6273 -2.7554 -4.9130 0.3 -0.1 0.3
Cl 4.6808 0.8206 -3.6109 -0.1 0.1 0.3
C 3.3514 -0.1934 -3.0259 -0.1 0.4 -0.2
Cl 1.7735 0.5119 -3.4180 0.2 -0.1 -0.3
Cl 3.4113 -0.4629 -1.2753 0.4 -0.1 -0.4
H 3.4810 -1.1006 -3.6014 -0.3 -0.3 0.4
Cl -6.6577 -2.1881 -3.2217 -0.4 0.1 -0.1
C -5.8989 -2.8581 -1.7891 0.8 0.0 -0.7
Cl -5.4142 -1.5650 -0.7072 0.0 -0.1 0.2
Cl -4.4540 -3.7746 -2.3638 -0.5 0.0 0.6
H -6.5928 -3.5197 -1.2879 0.1 -0.1 0.0
C 1.0080 6.0904 6.9736 0.7 -0.2 0.5
C -0.1289 5.2338 7.5718 -0.8 1.1 -1.5
C -0.5231 3.9135 6.8621 0.5 0.1 0.7
C -0.3206 3.9786 5.3629 0.5 -0.2 -1.0
C -0.7952 2.7568 4.5839 -1.5 -1.0 1.3
C -2.3317 2.5735 4.6671 0.1 -0.4 -0.6
H 1.0183 6.0930 5.8849 -0.1 -0.1 0.0
H 2.0154 5.8310 7.3122 0.0 -0.3 -0.1
H 0.8897 7.1324 7.2784 -0.2 0.0 0.1
H -0.0717 5.1828 8.6556 0.1 -0.3 0.0
H -0.9671 5.8995 7.3308 -0.4 -0.2 0.5
H -1.5605 3.6855 7.1125 0.0 0.1 0.0
H 0.0518 3.0802 7.2779 0.1 -0.1 -0.2
H -0.7946 4.8542 4.9061 0.0 0.2 0.3
H 0.7565 4.0680 5.1898 -0.1 0.2 -0.1
H -0.5423 2.6751 3.5311 0.5 0.5 0.0
H -0.3993 1.8663 5.0867 0.3 0.0 -0.2
H -2.8604 3.2934 4.0383 0.0 0.3 0.3
H -2.6209 1.6000 4.2572 0.2 0.0 0.0
H -2.7352 2.5679 5.6786 0.1 0.3 0.0
C 9.6607 -6.6356 -0.9855 0.3 -0.8 0.8
C 9.0828 -5.7984 0.1599 0.0 0.3 -0.6
C 7.8821 -4.9338 -0.2107 -0.5 -0.6 0.1
C 6.5880 -5.6843 -0.5519 0.3 -0.2 -0.3
C 5.3606 -4.7677 -0.5852 0.3 -0.2 -0.1
C 4.1234 -5.3871 -1.2233 -0.4 0.7 0.1
H 9.1497 -7.5913 -1.1255 -0.5 0.3 -0.4
H 10.6528 -6.9937 -0.6902 0.1 0.3 -0.1
H 9.7629 -6.0673 -1.9077 -0.2 -0.1 -0.1
H 8.8048 -6.4172 1.0152 0.3 0.0 0.1
H 9.8664 -5.0886 0.4364 0.0 -0.2 0.4
H 8.1517 -4.3403 -1.0886 -0.1 0.4 0.2
H 7.6660 -4.3113 0.6623 0.1 0.4 -0.2
H 6.7501 -6.2266 -1.4902 -0.2 0.2 -0.2
H 6.3917 -6.4910 0.1636 0.1 0.1 0.2
H 5.1982 -4.4543 0.4499 -0.3 -0.1 0.0
H 5.5401 -3.8312 -1.1225 0.4 -0.1 -0.1
H 3.2954 -4.6777 -1.1309 0.0 -0.1 0.1
H 4.2664 -5.5011 -2.2989 0.1 -0.3 0.0
H 3.7893 -6.3203 -0.7712 0.2 -0.1 -0.1
C -6.1180 1.9423 -0.3411 0.2 -1.1 0.4
C -6.6665 1.8603 -1.7796 0.2 0.9 1.5
C -5.6027 2.1023 -2.8367 -0.4 0.3 -0.2
C -5.1038 3.5651 -2.8520 -0.8 -1.1 0.1
C -4.3713 3.9670 -4.1245 0.9 0.4 0.6
C -3.0560 3.2117 -4.3404 -0.5 -0.4 0.6
H -5.6030 2.8590 -0.0571 0.0 0.2 -0.4
H -5.4217 1.1148 -0.1721 0.2 0.2 0.0
H -6.8819 1.7949 0.4275 -0.2 0.1 -0.2
H -7.1678 0.9065 -1.9412 -0.1 0.0 0.1
H -7.4039 2.6702 -1.7546 -0.3 -0.2 -0.8
H -6.0890 1.8781 -3.7921 0.3 0.1 -0.2
H -4.7949 1.3769 -2.7092 0.1 0.0 0.0
H -6.0027 4.1636 -2.6767 0.1 0.3 -0.3
H -4.4988 3.7510 -1.9597 0.3 0.0 -0.2
H -4.9364 3.8837 -5.0532 -0.5 0.1 0.3
H -4.1030 5.0118 -3.9339 -0.1 0.1 -0.6
H -2.5306 3.5986 -5.2098 0.2 0.0 0.1
H -2.4603 3.2781 -3.4246 0.3 0.2 -0.2
H -3.2328 2.1401 -4.4634 0.0 0.0 -0.3

***

# 2
9
Properties=species:S:1:pos:R:3:forces:R:3 method="wB97M-V/def2-TZVPD" smiles=CB(S)S relative_energy_ev=0.803 homo_ev=-9.4 energy_ev=-23465.78961 lumo_ev=0.384
C 0.0179 1.3207 -0.0311 -0.6 4.0 -1.6
B 0.1716 -0.1684 -0.0295 -1.9 -2.1 0.6
S -1.4778 -1.1330 0.0601 0.3 1.4 -0.2
S 1.7145 -1.0451 -0.0234 1.0 1.5 0.0
H -0.5891 1.7836 -0.9043 1.4 -1.3 0.1
H 0.9668 1.9021 0.0158 -0.5 -0.5 -0.2
H -0.6788 1.8952 0.5843 0.1 -0.9 1.4
H -1.2297 -2.3871 0.4007 0.6 -0.4 0.0
H 1.1048 -2.1679 -0.0724 -0.5 -1.8 -0.1

***

# 3
97
Properties=species:S:1:pos:R:3:forces:R:3 method="wB97M-V/def2-TZVPD" relative_energy_ev=0.000 homo_ev=-2.2 charge=-2 energy_ev=-152751.33415 lumo_ev=2.811
Cd -0.9468 0.0409 0.5368 0.6 -0.2 -0.2
O 1.4899 2.3495 3.4017 0.0 0.0 -0.1
C 1.0179 1.5590 2.5671 0.0 0.0 0.1
N -0.2207 1.4020 2.1510 -0.3 0.4 -0.1
C -1.3329 2.0862 2.6646 0.1 -0.2 0.1
C -1.3331 3.4077 3.0910 0.0 0.1 0.0
C -2.5117 4.0169 3.5182 0.0 0.0 0.0
C -3.7006 3.3037 3.5261 0.0 0.0 0.0
C -3.7218 1.9718 3.1167 -0.1 0.0 0.0
C -2.5548 1.3469 2.6877 0.1 -0.1 0.1
N -2.4762 0.0539 2.1732 -0.2 0.2 -0.1
C -3.3394 -0.9232 2.3039 0.0 0.0 0.1
O -4.3333 -1.0502 3.0415 0.0 0.0 -0.1
C -3.0040 -2.1113 1.3812 0.2 0.0 0.1
C -3.9265 -3.1435 1.2693 0.0 -0.1 0.0
C -3.6578 -4.2032 0.4222 0.0 0.0 0.0
C -2.4608 -4.2228 -0.2809 0.0 -0.1 0.0
C -1.5853 -3.1668 -0.1059 0.0 0.1 0.1
N -1.8481 -2.1407 0.7027 -0.3 0.0 -0.1
C 1.9662 0.5079 1.9820 -0.1 -0.1 0.1
C 3.3354 0.6907 2.1289 0.1 0.0 0.0
C 4.1950 -0.3018 1.7034 0.0 0.0 0.0
C 3.6621 -1.4743 1.1827 0.1 0.0 0.1
C 2.2880 -1.5752 1.0767 -0.1 0.0 0.0
N 1.4550 -0.6025 1.4424 -0.1 0.1 -0.1
H -0.4024 3.9564 3.0622 0.0 0.0 0.1
H -2.4993 5.0554 3.8323 0.0 0.0 0.0
H -4.6218 3.7823 3.8435 0.0 0.0 0.0
H -4.6429 1.4041 3.1181 0.0 0.0 0.0
H -4.8313 -3.0738 1.8558 0.0 0.0 0.0
H -4.3739 -5.0091 0.3076 0.0 0.0 0.0
H -2.2102 -5.0311 -0.9558 0.0 0.0 0.0
H -0.6413 -3.1226 -0.6385 0.0 0.0 0.0
H 3.6800 1.6114 2.5772 0.0 0.0 0.0
H 5.2689 -0.1743 1.7762 0.0 0.0 0.0
H 4.3019 -2.2896 0.8688 0.0 0.1 0.0
H 1.8270 -2.4730 0.6781 0.0 0.0 0.0
S 2.3866 1.1400 -1.4076 0.1 0.0 -0.3
C 3.7752 0.4077 -2.1633 0.0 0.2 0.1
C 4.9767 1.1397 -2.3130 0.1 -0.1 -0.1
C 6.0888 0.6045 -2.9354 -0.1 0.0 0.0
C 6.0601 -0.6962 -3.4414 0.0 0.0 0.0
C 4.9001 -1.4408 -3.2895 0.0 0.1 0.0
C 3.7770 -0.9151 -2.6478 0.2 -0.1 0.0
As 2.1393 -1.9318 -2.3697 0.0 -0.1 0.0
C 1.3645 -1.7394 -4.1620 -0.1 0.0 -0.1
C 0.1983 -2.4398 -4.4722 0.0 0.0 0.1
C -0.4233 -2.2838 -5.7026 0.0 0.0 -0.1
C 0.1048 -1.4042 -6.6404 0.0 0.0 0.1
C 1.2454 -0.6770 -6.3294 0.0 0.0 0.0
C 1.8737 -0.8476 -5.1006 0.0 -0.1 -0.1
C 2.9371 -3.7424 -2.6050 0.0 0.0 -0.1
C 2.6613 -4.6287 -3.6434 0.1 0.0 0.0
C 3.1998 -5.9130 -3.6539 0.0 0.0 0.0
C 4.0189 -6.3391 -2.6195 0.0 0.0 0.0
C 4.3091 -5.4637 -1.5785 0.0 0.0 0.0
C 3.7712 -4.1859 -1.5759 0.0 0.1 0.0
H 4.9964 2.1525 -1.9299 0.0 0.0 0.0
H 6.9869 1.2063 -3.0382 0.0 0.0 0.0
H 6.9193 -1.1185 -3.9502 0.0 0.0 0.0
H 4.8668 -2.4462 -3.6919 0.0 -0.1 0.0
H -0.2442 -3.0975 -3.7301 0.0 0.0 0.0
H -1.3306 -2.8345 -5.9234 0.0 0.0 0.0
H -0.3830 -1.2725 -7.5996 0.0 0.0 0.0
H 1.6473 0.0355 -7.0409 0.0 0.0 0.0
H 2.7642 -0.2765 -4.8661 0.0 0.0 0.0
H 2.0311 -4.3157 -4.4663 0.0 0.0 0.0
H 2.9782 -6.5804 -4.4795 0.0 0.0 0.0
H 4.4316 -7.3413 -2.6206 0.0 0.0 0.0
H 4.9524 -5.7789 -0.7650 0.0 0.0 0.0
H 4.0157 -3.5019 -0.7682 0.0 -0.1 -0.1
N -0.2677 1.1366 -3.4022 0.0 0.0 0.2
C -1.1169 0.2086 -2.9155 0.0 0.2 -0.3
N -2.3180 0.0451 -3.5787 0.0 -0.1 0.0
O -0.8271 -0.5280 -1.9786 0.1 -0.4 0.5
H -0.5645 1.8308 -4.0625 0.0 0.0 0.0
H 0.6094 1.2607 -2.8833 0.0 0.0 0.0
H -2.6818 0.8164 -4.1130 0.0 0.0 0.0
H -2.9966 -0.4468 -3.0165 0.0 0.1 0.1
O -3.4997 0.2505 -0.7534 0.0 0.0 0.0
C -3.0516 1.3976 -0.8712 -0.1 0.3 0.2
O -1.9493 1.8643 -0.4822 -0.1 -0.3 -0.2
C -3.9208 2.3911 -1.6373 0.0 -0.1 -0.1
C -3.3299 3.4892 -2.2431 0.1 0.2 0.0
C -4.0973 4.2968 -3.0659 0.0 -0.1 0.0
C -5.4446 4.0826 -3.2649 -0.2 0.2 -0.2
C -6.0096 2.9956 -2.6277 0.1 0.0 0.0
C -5.2687 2.1340 -1.8380 -0.2 -0.1 0.1
N -7.4444 2.7271 -2.8533 0.1 0.0 0.0
O -7.9411 1.7804 -2.2817 0.0 0.0 0.0
O -8.0484 3.4722 -3.6050 0.0 0.0 0.0
N -3.4551 5.3937 -3.8137 0.0 0.0 0.1
O -2.2524 5.3443 -3.9604 0.0 0.0 0.0
O -4.1715 6.2761 -4.2520 0.0 0.0 0.0
H -2.2827 3.6965 -2.0632 0.0 -0.1 0.0
H -6.0280 4.7236 -3.9065 0.0 0.0 0.0
H -5.7202 1.2620 -1.3850 0.1 0.0 0.0

***

# 4
41
Properties=species:S:1:pos:R:3:forces:R:3 method="wB97M-V/def2-TZVPD" homo_ev=-15.9 charge=+2 energy_ev=-20091.63680 lumo_ev=-5.509
Be -0.2832 0.2214 0.3614 0.0 -0.3 0.2
N -1.7854 -0.2018 -0.9216 -0.1 0.1 -0.2
C -1.8777 0.8386 -1.9712 0.2 0.1 0.0
C -0.5003 1.4778 -2.0759 -0.2 0.0 0.0
N 0.0610 1.6812 -0.7188 0.1 0.1 -0.1
C -0.6360 2.7917 0.0001 -0.1 0.0 0.1
C -1.7521 2.2712 0.9018 0.0 0.1 -0.1
N -1.2630 1.0408 1.5892 -0.1 0.1 0.1
C 1.5156 1.9728 -0.8164 0.1 0.0 0.1
C 2.1650 1.8091 0.5532 -0.2 0.0 -0.2
N 1.5783 0.5984 1.1671 0.2 0.2 0.1
H -1.5730 -1.0927 -1.3615 0.0 0.0 0.1
H -2.6970 -0.3515 -0.4970 0.0 0.0 0.0
H -2.6278 1.5768 -1.6973 0.0 0.0 0.0
H -2.1700 0.4320 -2.9385 0.0 0.0 0.0
H -0.5512 2.4182 -2.6289 0.1 0.0 0.0
H 0.1707 0.8089 -2.6173 0.0 0.0 0.0
H -1.0297 3.5270 -0.7047 0.0 0.0 0.0
H 0.0899 3.3098 0.6228 0.1 0.0 0.0
H -2.6392 2.0124 0.3313 0.0 0.0 0.0
H -2.0432 3.0439 1.6125 0.0 0.0 0.0
H -2.0611 0.5285 1.9575 0.0 -0.1 0.0
H -0.7336 1.3188 2.4120 0.1 0.0 0.0
H 1.6898 2.9740 -1.2177 0.0 0.0 0.0
H 1.9537 1.2593 -1.5157 -0.1 0.0 0.0
H 1.9656 2.6678 1.1911 0.0 0.0 0.0
H 3.2460 1.7380 0.4423 0.0 0.0 0.0
H 1.6378 0.6642 2.1801 0.0 0.0 0.0
H 2.1599 -0.2021 0.9375 -0.1 -0.1 0.0
C 1.2937 -4.7256 -0.4183 0.1 -0.2 -0.2
N 0.7560 -3.5567 0.2720 0.0 0.1 0.0
C 0.3972 -3.4778 1.5894 -0.1 0.1 0.1
C -0.0546 -2.2090 1.7914 0.0 0.0 0.1
N 0.0207 -1.5108 0.6077 0.1 -0.1 -0.2
C 0.5201 -2.3627 -0.2846 -0.1 0.1 0.1
H 1.4296 -5.5357 0.2908 0.0 0.1 0.1
H 2.2561 -4.4892 -0.8674 0.0 0.0 0.1
H 0.6094 -5.0532 -1.1983 0.0 0.0 0.1
H 0.4835 -4.3110 2.2657 0.0 0.0 0.0
H -0.4337 -1.7654 2.6970 0.0 0.0 0.0
H 0.7120 -2.1372 -1.3228 0.1 -0.1 0.0

***

Number 1: HOMO-LUMO gap 11.02 eV. Number 2: HOMO-LUMO gap 9.83 eV. Number 3: HOMO-LUMO gap 4.97 eV. Number 4: HOMO-LUMO gap 10.42 eV.